[1]
Computed, not measured: a cluster of 21 separate species, C24H48Cl40FNO5S in total in a non-equilibrium geometry, with ωB97M-V with the def2-TZVPD basis set.

XYZ file:
```
120
Properties=species:S:1:pos:R:3:forces:R:3
N -0.97382 -6.07864 -1.45437 0.6 0.4 1.1
C -0.43635 -4.72118 -1.01492 -0.9 -0.1 0.1
C -1.33963 -4.06932 0.19712 0.4 0.7 0.3
C -2.13498 -2.69360 -0.22706 2.8 0.8 0.9
O -3.59443 -2.83284 -0.34158 -1.8 -3.0 -3.7
C -3.99534 -3.61518 -1.52056 6.3 0.0 -4.2
O -3.14181 -3.87871 -2.54879 -6.4 1.7 7.2
O -5.39152 -4.12798 -1.70126 1.2 0.4 2.9
S -6.15990 -4.35822 -0.19654 -0.3 2.6 7.6
O -6.51953 -2.97407 0.46724 1.2 -5.8 -3.9
O -5.39811 -5.27111 0.79607 -2.9 2.8 -5.2
F -7.71164 -5.10694 -0.50017 3.7 1.4 -0.4
H -0.51238 -6.83841 -0.89368 -1.1 1.1 -0.7
H -2.01893 -6.11889 -1.37881 1.6 0.0 0.0
H 0.66154 -4.86078 -0.62062 -2.1 0.3 -1.0
H -0.47733 -4.03355 -1.98336 0.1 -1.2 2.7
H -2.11670 -4.81538 0.66128 1.5 1.3 -1.0
H -0.57763 -3.78001 1.06912 -1.8 -0.5 -1.8
H -1.66317 -2.15807 -1.18296 -1.7 -2.0 2.6
H -1.94715 -1.92311 0.66549 -1.1 -1.6 -1.9
C -10.28249 -5.08888 1.94411 0.1 0.3 -0.3
Cl -10.34947 -4.21652 3.48018 0.0 0.1 -0.1
Cl -10.60830 -6.81089 2.17585 0.0 -0.1 -0.1
H -11.03159 -4.67323 1.26590 0.1 -0.2 0.3
H -9.28636 -4.97049 1.51086 -0.2 -0.1 0.2
C -1.69312 0.17468 -3.65717 -0.2 0.4 -0.1
Cl -0.95382 -1.03457 -2.60068 0.4 0.6 -0.9
Cl -1.60408 -0.32144 -5.35161 0.0 0.1 0.1
H -2.74208 0.29807 -3.37727 0.3 -0.2 -0.1
H -1.16486 1.12351 -3.53611 0.0 -0.2 -0.1
C -5.06056 2.47574 -4.82287 -0.2 0.0 -0.4
Cl -3.46915 2.78046 -5.52967 0.0 0.1 0.0
Cl -4.91508 1.79850 -3.19642 -0.2 0.0 0.1
H -5.61180 3.41756 -4.76806 0.2 -0.2 0.1
H -5.60136 1.76799 -5.45582 0.3 0.2 0.2
C 0.33944 -3.69569 -5.55145 -0.3 0.0 -0.1
Cl 1.93085 -3.39097 -6.25824 0.1 0.1 0.0
Cl 0.48492 -4.37293 -3.92499 0.1 0.0 -0.7
H -0.21180 -2.75387 -5.49663 0.3 -0.2 0.1
H -0.20136 -4.40344 -6.18439 0.3 0.1 0.2
C 1.53944 1.02931 -1.23895 -0.3 0.1 -0.3
Cl 3.13085 1.33403 -1.94574 0.0 0.0 -0.1
Cl 1.68492 0.35207 0.38751 -0.2 -0.1 0.0
H 0.98820 1.97113 -1.18413 0.2 -0.1 0.1
H 0.99864 0.32156 -1.87189 0.3 0.1 0.3
C 3.20921 3.43155 1.88806 0.1 -0.5 0.0
Cl 2.98736 4.78761 0.77590 0.0 0.0 -0.1
Cl 2.88139 3.91676 3.55607 0.3 0.0 -0.3
H 2.52345 2.62759 1.61013 0.1 0.3 0.1
H 4.24064 3.07793 1.81664 -0.3 0.2 0.0
C -0.75816 5.79322 -4.53479 -0.2 0.4 -0.1
Cl -0.11685 4.30799 -3.82217 0.1 -0.1 0.1
Cl -1.04187 5.59594 -6.26850 0.0 0.1 0.0
H -1.70279 6.04339 -4.04594 0.4 -0.2 -0.3
H -0.03829 6.60092 -4.38180 -0.1 -0.3 -0.1
C 0.10688 2.44037 5.80040 -0.2 0.4 -0.1
Cl 0.84618 1.23112 6.85688 0.0 0.0 0.0
Cl 0.19592 1.94426 4.10596 -0.2 -0.1 0.1
H -0.94208 2.56376 6.08029 0.3 -0.2 -0.1
H 0.63514 3.38920 5.92145 0.0 -0.3 -0.1
C 1.12392 -6.01127 -9.25750 0.2 -0.1 -0.3
Cl 0.08707 -4.64210 -8.83876 -0.1 0.0 -0.4
Cl 1.41291 -7.04357 -7.85180 0.0 0.0 -0.1
H 0.63676 -6.60095 -10.03777 0.0 0.2 0.3
H 2.08140 -5.63340 -9.62418 -0.3 0.0 0.2
C 6.03944 3.91836 -1.94416 -0.3 0.1 -0.3
Cl 7.63085 4.22308 -2.65095 -0.2 0.7 0.3
Cl 6.18492 3.24112 -0.31770 -0.4 0.2 0.1
H 5.48820 4.86017 -1.88934 0.2 -0.2 0.1
H 5.49864 3.21060 -2.57710 0.2 0.1 0.2
C 9.33944 2.72478 1.13559 -0.3 -0.2 -0.1
Cl 9.68223 3.99113 2.32043 -0.1 0.0 0.1
Cl 10.73333 2.44182 0.08574 0.1 0.0 0.0
H 9.09820 1.79919 1.66377 0.2 0.2 -0.1
H 8.48884 3.03212 0.52237 0.5 0.0 0.2
C 13.53944 2.96550 2.65727 -0.3 0.1 -0.2
Cl 15.13085 3.27022 1.95048 0.0 0.0 -0.1
Cl 13.68492 2.28826 4.28373 -0.1 0.0 0.0
H 12.98820 3.90732 2.71209 0.2 -0.2 0.0
H 12.99864 2.25775 2.02433 0.2 0.2 0.2
C -12.75816 -9.59351 0.38268 0.0 0.3 0.2
Cl -12.11685 -11.07874 1.09530 0.0 0.1 0.1
Cl -13.04187 -9.79079 -1.35103 0.0 0.1 0.0
H -13.70279 -9.34334 0.87153 0.2 -0.2 -0.2
H -12.03829 -8.78581 0.53567 -0.1 -0.3 -0.1
C 3.64247 7.01178 5.98676 0.4 0.0 0.0
Cl 2.37836 5.77660 5.94969 0.0 0.1 0.3
Cl 2.95056 8.62360 6.20692 0.1 0.0 0.0
H 4.32239 6.80028 6.81552 -0.3 0.1 -0.2
H 4.19228 6.98660 5.04280 -0.3 0.0 0.2
C -3.23176 4.30080 3.11536 -0.2 0.1 -0.3
Cl -1.64035 4.60552 2.40857 -0.1 0.1 0.0
Cl -3.08628 3.62356 4.74182 -0.2 0.0 0.1
H -3.78300 5.24261 3.17018 0.2 -0.2 0.1
H -3.77256 3.59304 2.48242 0.2 0.1 0.2
C -8.63176 0.41060 -6.66317 -0.3 -0.3 -0.1
Cl -8.28897 1.67696 -5.47832 -0.2 0.0 0.1
Cl -7.23786 0.12765 -7.71301 0.0 0.0 0.0
H -8.87300 -0.51498 -6.13498 0.2 0.3 -0.1
H -9.48235 0.71794 -7.27638 0.3 0.0 0.1
C 2.62636 0.69675 9.82055 0.0 0.2 -0.4
Cl 2.55938 1.56911 11.35663 0.1 0.1 0.0
Cl 2.30056 -1.02526 10.05230 0.0 0.0 -0.1
H 1.87726 1.11241 9.14235 0.2 -0.1 0.4
H 3.62250 0.81514 9.38731 -0.2 -0.1 0.2
C -3.08845 4.63100 -1.80958 0.0 -0.3 -0.2
Cl -2.42375 6.26495 -1.69396 -0.1 0.1 0.2
Cl -3.94635 4.18707 -0.32901 -0.1 -0.1 -0.2
H -3.78485 4.58885 -2.65049 0.1 0.1 0.3
H -2.27055 3.92486 -1.97210 -0.2 0.2 0.1
C 5.81638 -0.65275 11.08747 -0.2 -0.1 0.3
Cl 6.68127 0.81216 10.60680 -0.1 0.1 0.1
Cl 6.04024 -1.94237 9.89922 -0.1 0.0 0.1
H 6.19751 -0.98987 12.05441 0.0 0.1 -0.3
H 4.75065 -0.42589 11.16968 0.3 -0.1 -0.1
C 8.33801 0.11048 -2.66909 0.2 -0.4 -0.2
Cl 8.11617 1.46654 -3.78125 0.1 -0.7 -0.2
Cl 8.01019 0.59568 -1.00107 0.0 -0.4 -0.1
H 7.65225 -0.69349 -2.94702 0.1 0.3 0.1
H 9.36944 -0.24315 -2.74050 -0.2 0.2 0.1
```
Forces are in eV/Å.

---

[2]
Computed, not measured: a cluster of 6 separate species, C24H48O6 in total in a non-equilibrium geometry, with ωB97M-V with the def2-TZVPD basis set.

XYZ file:
```
78
Properties=species:S:1:pos:R:3:forces:R:3
C -1.10267 -4.71872 -0.82716 0.6 -0.2 0.2
C -1.91725 -6.00907 -0.83342 -2.2 1.5 1.6
C -1.19434 -6.92783 -1.70510 0.1 -0.7 1.2
O 0.15885 -6.65225 -1.35666 1.0 0.9 -1.5
C 0.37434 -5.23713 -0.94629 -2.1 -1.5 0.3
H -1.39320 -4.17025 0.06888 0.6 0.2 0.0
H -1.31942 -4.08525 -1.68729 -0.1 0.0 -0.1
H -2.93923 -5.79322 -1.14496 -0.1 0.0 -0.4
H -2.09182 -6.32690 0.19449 0.6 -0.4 0.1
H -1.67848 -6.75848 -2.66689 1.4 0.0 -1.0
H -1.32128 -7.97307 -1.42324 -0.2 -0.1 -0.2
H 0.92151 -4.62508 -1.66329 0.3 -0.4 0.0
H 0.88821 -5.41377 -0.00138 0.1 0.8 0.0
C 0.05973 -1.04013 1.42075 0.7 -1.0 -0.2
C 0.91560 -0.15475 0.54872 1.2 0.4 0.7
C -0.08003 0.94929 0.42104 2.4 1.7 -1.5
O -1.27800 0.34035 0.08004 -0.5 0.5 0.0
C -1.22089 -0.97327 0.62747 -1.0 -0.7 -0.3
H -0.06795 -0.58482 2.40284 0.2 -0.3 0.1
H 0.54467 -2.01618 1.40459 -0.5 -0.3 0.7
H 1.32375 -0.63918 -0.33832 -1.0 -0.2 -0.5
H 1.87303 0.18228 0.94600 -0.2 0.2 0.9
H 0.30619 1.67411 -0.29560 -0.8 0.0 -0.9
H -0.00222 1.57877 1.30749 -1.0 -0.3 0.8
H -1.20475 -1.72109 -0.16537 0.2 0.1 -0.4
H -2.18557 -1.13059 1.10990 0.2 -0.1 0.7
C 5.03305 -2.84487 -1.79828 1.2 -0.8 -0.7
C 5.42067 -3.33837 -0.37079 0.4 0.2 -0.7
C 4.07506 -3.42572 0.39395 0.8 0.0 -2.0
O 3.19937 -2.67118 -0.45387 -1.9 0.1 2.4
C 3.60627 -2.48152 -1.76527 -0.1 0.6 0.7
H 5.07721 -3.62451 -2.55875 0.8 -0.2 0.2
H 5.54466 -1.96503 -2.18847 0.7 -0.3 0.4
H 6.14229 -2.62734 0.03146 -0.3 0.0 0.4
H 5.94749 -4.29031 -0.43691 -0.1 0.0 0.1
H 4.14154 -3.03140 1.40794 -0.3 0.2 -0.2
H 3.70078 -4.44936 0.40759 0.1 -0.2 0.3
H 3.54265 -1.40389 -1.91618 -0.7 -0.1 -0.7
H 3.06814 -3.11293 -2.47225 -0.6 0.4 0.0
C -5.23976 -0.05234 4.95963 0.6 -1.3 1.3
C -4.89850 -0.27647 3.55186 -0.8 -2.2 -2.2
C -3.75084 0.65038 3.21407 -0.2 -0.4 1.0
O -4.22065 1.81341 3.89115 0.3 0.3 0.3
C -4.77750 1.32988 5.11555 -0.9 2.6 1.6
H -4.60771 -0.69760 5.56977 0.1 -0.2 0.1
H -6.25332 -0.28422 5.28679 -0.1 0.3 -0.4
H -5.76023 -0.00702 2.94120 0.1 0.1 -0.3
H -4.75854 -1.35128 3.43657 0.4 0.0 -0.6
H -3.51157 0.78136 2.15875 -0.5 0.5 0.0
H -2.81734 0.35292 3.69178 0.2 -0.4 0.1
H -5.61612 1.96065 5.41041 -0.1 0.5 -0.5
H -4.15744 1.39569 6.00959 1.0 0.3 -0.4
C -1.28977 4.41773 -3.81211 0.1 -0.1 -0.5
C -2.62335 3.95793 -3.18058 0.6 0.2 -1.4
C -2.36238 4.32588 -1.74376 -1.5 -0.5 0.2
O -1.00378 4.42311 -1.51436 2.5 0.1 -0.3
C -0.24062 4.12685 -2.72438 -1.4 0.6 0.2
H -1.39699 5.48445 -4.00888 0.3 0.4 0.7
H -1.02964 4.11993 -4.82786 -0.1 -1.0 0.1
H -2.85846 2.90282 -3.32043 0.3 -0.1 0.0
H -3.45199 4.51501 -3.61776 0.0 0.0 0.1
H -2.76670 3.51803 -1.13383 -0.2 0.3 0.5
H -2.82490 5.28765 -1.52204 -0.2 0.0 0.3
H 0.12876 3.10573 -2.62962 -0.3 -0.3 -0.4
H 0.63549 4.76603 -2.83379 -0.2 0.2 0.4
C 2.59160 3.70351 -0.99581 1.0 0.2 0.9
C 2.37364 5.20665 -0.58762 -2.7 0.2 -1.8
C 2.56883 5.23326 0.88094 -0.3 -1.7 0.4
O 3.61018 4.25511 1.06667 0.2 -0.7 1.6
C 3.80135 3.40787 -0.07803 -0.1 1.9 -1.6
H 2.66281 3.40205 -2.04087 0.8 0.8 -0.2
H 1.80906 2.99623 -0.72105 -0.6 0.7 0.7
H 1.32912 5.42008 -0.81459 -0.4 0.0 0.3
H 2.80963 6.04213 -1.13532 1.1 -0.7 -0.2
H 1.64980 4.88115 1.34944 -0.2 -0.5 0.1
H 2.71004 6.15630 1.44321 1.0 0.2 -0.6
H 3.99896 2.34283 0.04332 -0.2 0.1 1.0
H 4.67115 3.87909 -0.53575 0.4 -0.6 -0.4
```
Forces are in eV/Å.

Its energy above the lowest of the compared OMol25 structures with the same formula, charge and spin is 5.141 eV. As for the SMILES: C1CCOC1.C1CCOC1.C1CCOC1.C1CCOC1.C1CCOC1.C1CCOC1.

---

How do the records compare in LUMO? In the order shown, they have -2.382 0.592 eV.
How do the records compare in DFT total energy? In the order shown, they have -551837.1567 -37945.0288 eV.